{"formula": "C4H3NO3", "method": "ωB97M-V/def2-TZVPD", "lumo_ev": 0.2, "e_homo_ev": -10.4730, "energy_ev": -11825.4274, "e_above_lowest_kj_mol": 396.2, "orbital_gap_ev": 10.704, "elements": ["C", "C", "C", "C", "H", "H", "H", "N", "O", "O", "O"], "coordinates": [[1.24646, -0.57732, -0.07679], [0.86149, 0.96991, -0.51659], [-0.68084, -0.18418, 0.72809], [-1.87146, -0.77032, -0.02688], [1.40780, 1.75392, -0.03470], [0.60093, 0.83056, -1.59779], [-1.16877, -0.10778, 1.79349], [-2.81496, -0.63345, -0.79016], [2.36216, -1.07010, -0.36741], [-0.26404, 0.92370, 0.39896], [0.32122, -1.13493, 0.48978]], "atomic_forces_ev_per_a": [[10.03, 2.89, -4.97], [-1.47, -4.71, 1.58], [-5.41, -5.55, 3.46], [-5.67, 2.16, -5.43], [1.04, 0.30, -0.98], [0.22, 1.17, 0.91], [1.69, -0.62, -1.26], [5.22, -1.36, 4.50], [-3.42, 1.05, 0.92], [0.71, 7.83, -2.17], [-2.95, -3.16, 3.44]]}

{"formula": "C20H28N4O3", "method": "ωB97M-V/def2-TZVPD", "lumo_ev": 0.3, "e_homo_ev": -8.0188, "energy_ev": -33299.0300, "e_above_lowest_kj_mol": 111.2, "orbital_gap_ev": 8.361, "elements": ["O", "O", "O", "C", "C", "C", "C", "C", "C", "C", "C", "C", "C", "C", "N", "N", "N", "N", "C", "C", "C", "C", "C", "C", "C", "C", "C", "H", "H", "H", "H", "H", "H", "H", "H", "H", "H", "H", "H", "H", "H", "H", "H", "H", "H", "H", "H", "H", "H", "H", "H", "H", "H", "H", "H"], "coordinates": [[-1.46395, 2.79629, 1.54718], [-0.36789, 2.84384, -3.70712], [-1.60147, -0.55234, -1.14859], [-0.82079, 2.08476, 2.31546], [-0.59034, 2.58160, -2.54728], [-1.03656, 0.11447, -0.28125], [3.64277, 1.17026, -0.54572], [2.65134, 0.72465, -1.37853], [2.32254, -3.15309, -1.63409], [3.34633, -3.50839, -0.73097], [2.02387, -1.82139, -1.94972], [4.03910, -2.50154, -0.06665], [2.69502, -0.74049, -1.30801], [3.70930, -1.13755, -0.36315], [4.23951, 0.07971, 0.04853], [-1.49376, 3.24985, -1.80773], [-0.11735, 1.05590, -0.61647], [-0.69104, 0.76283, 2.15233], [-0.08637, 2.64339, 3.52816], [-2.35355, 4.33898, -2.30284], [-3.70768, -2.16696, 0.97384], [-2.11480, -3.93012, 1.75021], [-2.22812, -2.57679, 0.97899], [1.72771, 1.64268, -2.12911], [-1.27798, -1.57422, 1.66772], [0.23132, 1.36366, -1.99628], [-1.41751, -0.10122, 1.20692], [3.78196, 2.22621, -0.37133], [1.82429, -3.93773, -2.16265], [3.60878, -4.50217, -0.59953], [1.32325, -1.57752, -2.71231], [4.84038, -2.78699, 0.60284], [5.07077, 0.16857, 0.64657], [-1.56926, 2.98709, -0.83740], [0.30206, 1.58913, 0.13209], [-0.11393, 0.32666, 2.85564], [-0.65072, 2.43265, 4.45471], [0.89461, 2.17918, 3.58496], [-0.04972, 3.75011, 3.44158], [-1.74210, 5.18836, -2.63747], [-3.09045, 4.66071, -1.50768], [-2.96181, 3.95379, -3.12048], [-4.34332, -2.98084, 0.67482], [-3.87723, -1.38219, 0.25659], [-3.96262, -1.82900, 1.98308], [-2.37807, -3.77333, 2.79724], [-2.78577, -4.68037, 1.31004], [-1.16545, -4.40023, 1.68904], [-1.88895, -2.74926, -0.06147], [1.94701, 2.67626, -1.88360], [1.96012, 1.56867, -3.23732], [-1.52753, -1.54216, 2.74628], [-0.24876, -1.93262, 1.56044], [-0.00131, 0.49539, -2.60518], [-2.45584, 0.18287, 1.34466]], "atomic_forces_ev_per_a": [[0.14, -0.27, 0.21], [0.05, 0.56, -1.08], [0.22, 0.32, 0.79], [-0.55, 1.18, -0.21], [0.32, -0.79, -0.54], [-0.48, -0.35, -0.86], [-1.51, -1.06, -0.77], [0.07, -0.74, 0.32], [0.36, 1.00, -0.19], [-0.66, 3.02, -0.24], [0.74, 0.15, 0.88], [-0.27, 0.81, -0.53], [0.17, -1.43, 0.28], [-0.64, 0.88, -0.87], [2.04, 0.02, 1.68], [-0.14, -0.10, 1.10], [-0.12, -0.28, 0.76], [0.67, -1.00, 0.11], [-0.68, 0.64, 0.00], [-0.22, -0.29, 0.55], [1.02, 0.43, 0.28], [-1.04, 0.55, -0.62], [0.27, -1.23, 0.03], [0.64, -0.41, -1.88], [-0.58, 0.44, -0.13], [-0.63, 0.65, 1.19], [0.58, 0.31, 0.12], [0.72, -0.22, 0.48], [-0.33, -0.28, -0.26], [0.37, -1.73, 0.37], [-0.68, -0.13, -0.45], [0.05, 0.31, 0.08], [-0.83, -0.16, -0.53], [-0.12, 0.01, 0.15], [0.03, -0.07, -0.21], [-0.08, -0.34, -0.21], [0.24, -0.12, -0.42], [0.19, 0.24, 0.21], [0.26, -0.82, -0.06], [-0.32, -0.22, 0.05], [1.17, -0.41, -0.66], [0.16, 0.17, -0.22], [-0.22, -0.50, 0.07], [-0.08, 0.54, -0.15], [-0.33, -0.01, -0.09], [-0.05, -0.15, 0.06], [-0.16, 0.32, 0.19], [1.23, -0.07, 0.06], [-0.18, 0.23, 0.53], [0.09, 0.21, 0.27], [-0.34, 0.16, 1.15], [0.13, -0.19, -0.31], [-0.01, 0.15, 0.01], [-0.39, 0.05, 0.03], [-0.31, 0.00, -0.52]]}

{"formula": "C2H2N2O", "method": "ωB97M-V/def2-TZVPD", "lumo_ev": -0.1, "e_homo_ev": -9.4608, "energy_ev": -7131.6300, "e_above_lowest_kj_mol": 213.6, "orbital_gap_ev": 9.389, "elements": ["O", "C", "C", "N", "N", "H", "H"], "coordinates": [[0.08925, -1.92421, -0.30205], [0.60046, -0.82962, -0.40883], [0.26513, 0.35564, 0.36199], [-0.99959, 0.58582, 0.64009], [-2.00041, 1.08734, 0.74233], [1.35118, -0.60177, -1.19122], [0.69397, 1.32680, 0.15769]], "atomic_forces_ev_per_a": [[0.09, 0.43, -0.06], [-0.16, -0.21, 0.03], [0.04, 0.10, -0.41], [-1.39, 1.26, -0.30], [0.63, -1.15, 0.51], [0.20, -0.26, 0.21], [0.60, -0.16, 0.02]]}

{"formula": "C35H26IP2S2Ta", "method": "ωB97M-V/def2-TZVPD", "charge": 2, "lumo_ev": -6.9, "e_homo_ev": -13.6785, "energy_ev": -86603.4381, "e_above_lowest_kj_mol": 38.1, "orbital_gap_ev": 6.778, "elements": ["Ta", "S", "P", "C", "P", "S", "C", "C", "C", "C", "C", "C", "C", "C", "C", "C", "C", "C", "C", "C", "C", "C", "C", "C", "C", "C", "C", "C", "C", "C", "H", "H", "H", "H", "H", "H", "H", "H", "H", "H", "H", "H", "H", "H", "H", "H", "H", "H", "H", "H", "I", "C", "C", "C", "C", "C", "C", "C", "C", "C", "C", "H", "H", "H", "H", "H", "H"], "coordinates": [[0.90068, 1.36169, -0.94871], [-1.07558, 2.53720, -0.55509], [-1.31401, 0.66422, 0.41257], [0.10411, -0.23560, 0.03425], [1.52322, -0.48771, 1.01970], [2.70452, 1.14611, 0.68065], [2.46785, -1.86419, 0.39353], [3.76282, -1.97604, 0.84729], [4.51426, -3.08971, 0.51973], [3.92052, -4.13520, -0.21437], [2.56216, -3.95975, -0.72862], [1.89169, -2.80711, -0.46863], [1.20879, -0.86600, 2.75733], [1.57444, 0.00160, 3.82512], [1.28413, -0.42711, 5.15249], [0.60616, -1.63870, 5.33704], [0.23319, -2.43823, 4.27353], [0.49650, -2.02816, 2.98973], [-1.57080, 1.09933, 2.11789], [-1.21010, 2.35402, 2.58330], [-1.53721, 2.57655, 3.95973], [-2.21083, 1.67973, 4.74897], [-2.57241, 0.42544, 4.23553], [-2.22243, 0.13611, 2.94792], [-2.79692, -0.12047, -0.15440], [-2.86805, -1.37620, -0.79158], [-4.11601, -1.85248, -1.16945], [-5.26109, -1.06349, -0.93821], [-5.22278, 0.12402, -0.25443], [-3.96924, 0.62056, 0.09325], [4.14586, -1.28443, 1.51134], [5.55590, -3.19276, 0.85333], [4.47480, -5.07582, -0.41564], [2.14653, -4.77229, -1.37821], [0.99113, -2.56633, -0.97452], [2.04400, 0.94575, 3.73331], [1.56291, 0.21724, 5.99164], [0.24354, -1.98716, 6.35207], [-0.33898, -3.37807, 4.40805], [0.17957, -2.69559, 2.17598], [-0.58888, 3.05094, 2.10409], [-1.30080, 3.55825, 4.26282], [-2.43822, 1.92546, 5.76296], [-3.09214, -0.29231, 4.94036], [-2.48519, -0.83269, 2.59300], [-1.96773, -1.89909, -1.05129], [-4.22454, -2.80768, -1.72277], [-6.22477, -1.40661, -1.29741], [-6.09008, 0.75267, -0.11219], [-3.92919, 1.57684, 0.65371], [2.57117, 3.77193, -1.66189], [1.79998, 3.51465, -3.57821], [1.99311, 4.45158, -4.58306], [1.49421, 4.22935, -5.89584], [0.94251, 2.99894, -6.21296], [0.87306, 1.98355, -5.22987], [0.47786, 0.74107, -5.69496], [0.47608, -0.39543, -4.87975], [0.70019, -0.19216, -3.53329], [1.08474, 1.08996, -2.96737], [1.21462, 2.19522, -3.85650], [2.47458, 5.37317, -4.32111], [1.53892, 5.07007, -6.61471], [0.63540, 2.76962, -7.22848], [0.44299, 0.53256, -6.76143], [0.28767, -1.38755, -5.26662], [0.52158, -0.94327, -2.81066]], "atomic_forces_ev_per_a": [[0.08, 0.73, 0.60], [0.11, -0.11, -0.22], [-0.62, -0.62, 0.55], [0.79, 0.50, -0.70], [-0.03, -1.12, 0.64], [-0.02, 0.46, 0.09], [-0.58, 0.18, -0.43], [-0.59, -1.56, -0.68], [0.17, -1.45, -0.57], [-1.34, 0.50, -0.36], [2.56, -2.03, -0.22], [0.49, 0.63, 0.44], [0.23, 1.96, 0.40], [-0.96, -2.20, 1.04], [-0.12, 0.06, -1.20], [-0.59, -0.13, 1.77], [-0.75, -0.56, 0.01], [0.14, -0.94, -0.68], [-0.18, -0.41, 0.19], [-1.04, -2.02, 3.13], [0.22, 0.30, -2.02], [0.05, -0.34, -0.49], [-0.11, -0.03, 1.63], [0.16, 0.61, -0.49], [-0.90, 0.13, -0.31], [-0.35, 0.81, 0.05], [-0.41, 0.02, -0.42], [-0.21, -1.23, -0.29], [1.13, 0.84, -0.30], [0.06, 0.24, 0.84], [0.89, 1.51, 1.18], [-0.58, 0.10, -0.09], [-0.49, 0.86, 0.10], [0.34, 0.98, 0.70], [-0.99, -0.06, -0.08], [0.49, 0.69, -0.59], [-0.17, -0.34, -0.30], [0.88, 0.67, -1.15], [0.53, 0.75, 0.14], [0.23, 0.45, 0.15], [0.30, 0.82, -0.92], [0.26, 0.84, 0.98], [-0.16, 0.20, 0.45], [0.67, 0.75, -1.28], [-0.09, -0.52, -0.64], [0.29, -0.29, 0.09], [0.17, 0.77, 0.53], [0.10, -0.18, 0.01], [-0.14, -0.23, 0.11], [0.13, -0.60, -0.52], [-0.12, 0.13, 0.04], [-0.48, -1.41, -1.42], [-0.72, -0.87, 0.90], [-0.34, -0.13, -0.23], [0.97, 1.60, 0.32], [-0.32, 0.68, -0.01], [0.92, -2.69, 0.08], [-0.20, 1.05, -0.21], [0.31, 2.19, 0.99], [-0.48, -1.40, -1.36], [0.80, 1.25, -0.80], [0.16, 0.38, -0.12], [0.09, -0.81, 0.41], [-0.08, 0.10, 0.17], [-0.52, 0.51, 0.03], [-0.11, 0.09, -0.06], [0.07, -1.06, 0.35]]}

{"formula": "CH6NPS", "method": "ωB97M-V/def2-TZVPD", "lumo_ev": [-1.1, -1.2], "e_homo_ev": [-8.6894, -8.7125], "energy_ev": -22745.9700, "e_above_lowest_kj_mol": 271.0, "orbital_gap_ev": [7.605, 7.522], "elements": ["C", "N", "P", "S", "H", "H", "H", "H", "H", "H"], "coordinates": [[2.00466, -0.19710, 0.60534], [-0.84797, 1.13099, -1.32860], [-3.19087, -0.20234, 0.09444], [-1.41825, -0.22562, -0.93569], [3.05710, 0.13589, 0.58868], [1.42349, 0.05658, 1.48535], [1.97427, -1.31832, 0.37717], [-1.40537, 1.94900, -1.16618], [-2.99583, -1.43593, 0.57154], [1.39878, 0.10686, -0.29205]], "atomic_forces_ev_per_a": [[-0.73, -1.80, -2.10], [0.54, 0.03, -0.99], [0.46, 2.21, -1.10], [-1.03, -0.66, 1.43], [-0.77, 0.07, 0.06], [0.31, -0.07, 0.21], [0.31, 1.21, 1.04], [-0.44, 0.46, 0.35], [0.40, -2.04, 0.28], [0.96, 0.60, 0.81]]}

{"formula": "C4H11N3O2", "method": "ωB97M-V/def2-TZVPD", "charge": 1, "lumo_ev": [-3.6, -8.5], "e_homo_ev": [-13.5925, -13.5825], "energy_ev": -12883.1243, "e_above_lowest_kj_mol": 189.9, "orbital_gap_ev": [10.041, 5.093], "multiplicity": 2, "elements": ["C", "C", "O", "O", "H", "H", "H", "C", "C", "N", "N", "N", "H", "H", "H", "H", "H", "H", "H", "H"], "coordinates": [[-2.60767, 0.76435, 2.70092], [-2.13752, 0.85771, 1.29488], [-1.22708, 1.84561, 1.12476], [-2.55131, 0.27765, 0.31499], [-1.70069, 0.76364, 3.31561], [-3.11982, -0.18108, 2.86014], [-3.18451, 1.62385, 3.01141], [2.80000, -0.56528, -2.16657], [0.71184, -0.44864, -0.66400], [0.87773, 0.59553, 0.03024], [1.82734, -1.11983, -1.29744], [-0.43701, -1.04061, -0.93937], [1.84132, 0.89922, 0.15806], [-0.57932, 1.63048, 0.42500], [2.23690, -1.83997, -0.68782], [-0.53596, -1.84984, -1.53298], [-1.31714, -0.78153, -0.49111], [2.54277, 0.45888, -2.42764], [2.75275, -1.06161, -3.15617], [3.80737, -0.82853, -1.87291]], "atomic_forces_ev_per_a": [[0.86, -0.86, 0.32], [-0.06, 1.94, -1.06], [0.11, -0.16, 1.00], [0.05, -1.15, 0.33], [-0.20, 0.05, 0.06], [-0.31, 0.21, -0.02], [-0.28, 0.16, -0.17], [-0.50, 0.09, -1.35], [-0.98, -0.34, -1.52], [1.23, -0.24, 0.10], [1.18, -0.44, 1.61], [-0.68, -0.72, 0.00], [-0.18, 0.26, -0.08], [-0.54, 0.06, 0.01], [-0.52, -0.15, -0.30], [0.55, 0.11, -0.15], [0.01, 0.67, 0.28], [0.41, 0.25, 0.37], [-0.40, -0.24, 0.09], [0.26, 0.50, 0.47]]}

Number 1 is which compound? C4H3NO3